# C38H47N7P

A 7-piece molecular cluster, C38H47N7P overall (ωB97M-V/def2-TZVPD, the Open Molecules 2025 dataset).

Values from the calculation:
LUMO   -4.3 eV
HOMO level   -10.78 eV
Kohn-Sham gap   6.49 eV

Geometry as ORCA input:
```
! wB97M-V def2-TZVPD RIJCOSX def2/J DEFGRID3
* xyz 1 1
C -2.926 -0.982 0.132
C -1.794 -0.004 -0.376
C -2.243 1.008 -1.516
P -1.655 0.730 -3.281
C 0.200 0.551 -3.401
C -2.568 -0.747 -3.983
C -3.796 1.290 -1.705
C -4.223 2.372 -0.690
N -3.141 2.945 -0.263
C -1.896 2.423 -0.882
H -2.604 -1.329 1.150
H -2.950 -1.898 -0.501
H -3.920 -0.506 0.275
H -0.945 -0.649 -0.710
H -1.454 0.567 0.527
H 0.623 -0.383 -2.970
H 0.669 1.434 -2.904
H 0.464 0.641 -4.484
H -2.968 -1.418 -3.176
H -1.927 -1.395 -4.627
H -3.451 -0.427 -4.583
H -4.412 0.361 -1.672
H -3.868 1.633 -2.776
H -5.264 2.588 -0.388
H -3.072 3.684 0.434
H -1.733 3.145 -1.728
H -0.980 2.514 -0.263
N -0.804 -1.329 4.274
C -1.260 -1.971 5.357
C -2.506 -1.744 5.921
C -3.326 -0.796 5.334
C -2.876 -0.116 4.212
C -1.616 -0.420 3.725
H -0.580 -2.701 5.782
H -2.824 -2.294 6.797
H -4.309 -0.587 5.745
H -3.491 0.632 3.727
H -1.220 0.082 2.847
N 2.337 -1.278 -5.227
C 3.147 -0.449 -5.897
C 3.947 -0.840 -6.958
C 3.912 -2.169 -7.349
C 3.084 -3.049 -6.670
C 2.320 -2.556 -5.625
H 3.143 0.581 -5.553
H 4.581 -0.125 -7.465
H 4.525 -2.515 -8.173
H 3.031 -4.093 -6.946
H 1.654 -3.205 -5.066
N -4.363 3.272 7.680
C -4.377 4.609 7.731
C -3.864 5.425 6.735
C -3.300 4.823 5.621
C -3.272 3.439 5.546
C -3.815 2.715 6.595
H -4.826 5.033 8.622
H -3.906 6.502 6.829
H -2.886 5.427 4.821
H -2.838 2.933 4.693
H -3.819 1.630 6.581
N 7.281 0.019 -7.453
C 7.209 1.100 -6.667
C 7.935 1.255 -5.498
C 8.784 0.229 -5.113
C 8.876 -0.902 -5.908
C 8.109 -0.957 -7.060
H 6.529 1.875 -7.008
H 7.838 2.154 -4.903
H 9.368 0.310 -4.204
H 9.528 -1.723 -5.639
H 8.150 -1.820 -7.716
N 9.632 -0.994 -1.966
C 8.400 -0.695 -1.531
C 7.558 -1.607 -0.916
C 8.010 -2.905 -0.741
C 9.279 -3.240 -1.183
C 10.045 -2.254 -1.783
H 8.088 0.331 -1.693
H 6.573 -1.308 -0.582
H 7.380 -3.647 -0.265
H 9.666 -4.243 -1.065
H 11.046 -2.467 -2.141
N -6.872 -0.990 6.240
C -7.729 -0.971 5.213
C -9.106 -1.017 5.356
C -9.630 -1.090 6.637
C -8.763 -1.113 7.718
C -7.402 -1.059 7.467
H -7.272 -0.917 4.230
H -9.751 -0.996 4.488
H -10.702 -1.129 6.791
H -9.135 -1.170 8.732
H -6.685 -1.071 8.280
*
```

***

# H2INS

H2INS as an isolated structure (ωB97M-V/def2-TZVPD, the Open Molecules 2025 dataset).

Values from the calculation:
LUMO   -1.3 eV
HOMO level   -8.52 eV
Relative energy (zero: lowest compared OMol25 entry of this formula, charge and spin)   381.28 kJ/mol
Kohn-Sham gap   7.23 eV

Geometry as ORCA input:
```
! wB97M-V def2-TZVPD RIJCOSX def2/J DEFGRID3
* xyz 0 1
N 0.031 0.345 0.495
S -0.583 0.289 -1.012
I 1.326 -1.290 1.004
H -1.417 0.384 1.053
H 0.643 0.272 -1.540
*
```

***

# C4H7N2S

An isolated ion of composition C4H7N2S and charge +1 (ωB97M-V/def2-TZVPD, the Open Molecules 2025 dataset).

Values from the calculation:
LUMO   -4.5 eV
HOMO level   -12.83 eV
SMILES   S=C1CNC=[NH+]C1
Relative energy (zero: lowest compared OMol25 entry of this formula, charge and spin)   138.44 kJ/mol
Kohn-Sham gap   8.30 eV

Geometry as ORCA input:
```
! wB97M-V def2-TZVPD RIJCOSX def2/J DEFGRID3
* xyz 1 1
C 0.761 0.988 0.137
C -1.033 -1.033 -0.619
C 0.446 -1.210 -0.886
C -1.547 0.105 0.362
N 1.284 -0.083 -0.458
N -0.493 1.000 0.501
S -2.257 -1.615 -1.522
H 1.578 1.755 0.229
H 0.911 -2.197 -0.457
H 0.515 -1.345 -1.965
H -2.441 0.654 -0.002
H -1.920 -0.240 1.306
H 2.271 -0.275 -0.647
H -0.732 1.866 0.972
*
```

***

# C27H30CoNO8P2S5

C27H30CoNO8P2S5 as an isolated structure (ωB97M-V/def2-TZVPD, the Open Molecules 2025 dataset).

Values from the calculation:
LUMO (alpha / beta)   3.8 / 3.8 eV
HOMO level (alpha / beta)   -1.55 / -1.79 eV
Relative energy (zero: lowest compared OMol25 entry of this formula, charge and spin)   0.00 kJ/mol
Kohn-Sham gap (alpha / beta)   5.35 / 5.59 eV

Geometry as ORCA input:
```
! wB97M-V def2-TZVPD RIJCOSX def2/J DEFGRID3
* xyz -2 5
Co -18.513 -10.124 -1.066
O -24.453 -9.530 2.255
C -23.431 -9.709 1.664
S -21.916 -8.925 2.177
C -20.846 -9.585 0.954
C -21.454 -10.335 0.022
S -20.662 -11.051 -1.332
S -23.177 -10.664 0.185
S -19.140 -9.291 1.104
N -18.626 -13.384 -2.278
C -17.393 -14.146 -1.843
C -17.600 -15.074 -0.670
P -16.884 -15.035 -3.434
O -15.320 -15.355 -3.237
O -17.619 -16.277 -3.576
O -17.061 -13.911 -4.414
P -16.225 -12.796 -1.258
O -15.437 -12.384 -2.636
O -15.261 -13.326 -0.277
O -17.230 -11.709 -0.933
H -19.507 -13.812 -1.986
H -18.546 -13.397 -3.278
H -18.566 -12.440 -1.880
H -18.124 -15.987 -0.977
H -18.132 -14.580 0.171
H -16.603 -15.326 -0.281
H -14.862 -14.533 -3.060
H -16.012 -12.586 -3.415
C -19.318 -10.043 -4.587
C -18.558 -8.786 -4.050
C -19.646 -7.804 -3.705
C -17.835 -9.361 -2.840
C -17.552 -8.323 -5.040
C -17.293 -8.999 -6.230
C -16.272 -8.584 -7.067
C -15.483 -7.487 -6.766
C -15.735 -6.795 -5.605
C -16.759 -7.196 -4.768
H -20.092 -10.324 -3.872
H -18.630 -10.899 -4.641
H -19.695 -9.898 -5.593
H -20.145 -8.123 -2.773
H -20.375 -7.621 -4.499
H -19.237 -6.791 -3.549
H -16.890 -9.744 -3.091
H -17.881 -9.883 -6.551
H -16.023 -9.195 -7.931
H -14.594 -7.285 -7.346
H -15.108 -5.943 -5.312
H -16.908 -6.628 -3.866
O -16.040 -8.911 0.078
S -14.999 -8.539 -0.877
C -14.449 -6.909 -0.355
C -13.423 -6.133 -0.914
C -13.293 -4.825 -0.543
C -14.123 -4.241 0.437
C -15.164 -5.008 0.955
C -15.341 -6.340 0.555
C -13.597 -9.584 -0.377
C -12.341 -9.374 -0.902
C -11.339 -10.229 -0.549
C -11.583 -11.338 0.247
C -12.847 -11.522 0.794
C -13.844 -10.645 0.503
H -12.838 -6.562 -1.731
H -12.550 -4.190 -1.017
H -13.971 -3.161 0.686
H -15.841 -4.595 1.690
H -16.145 -6.990 0.920
H -12.203 -8.556 -1.634
H -10.331 -10.108 -1.005
H -10.799 -12.035 0.442
H -13.094 -12.426 1.321
H -14.870 -10.751 0.897
*
```

***

# C9H16AlBBr3FKNO14P

C9H16AlBBr3FKNO14P as an isolated structure (ωB97M-V/def2-TZVPD, the Open Molecules 2025 dataset).

Values from the calculation:
LUMO   -1.5 eV
HOMO level   -2.58 eV
Kohn-Sham gap   1.05 eV

Geometry as ORCA input:
```
! wB97M-V def2-TZVPD RIJCOSX def2/J DEFGRID3
* xyz -1 1
C 1.771 -1.895 -1.257
C 0.978 -1.292 -2.594
B -0.107 -0.080 -2.185
O 0.186 0.891 -1.101
O -1.376 -0.090 -2.975
C -2.520 -0.499 -2.146
O -3.745 -0.076 -2.568
O -2.476 -1.310 -0.920
C -2.345 -2.761 -1.233
H 1.032 -2.573 -0.627
H 2.140 -0.938 -0.665
H 2.683 -2.530 -1.692
H 0.350 -2.165 -3.107
H 1.750 -0.883 -3.405
H 0.599 1.720 -1.500
H -3.087 -3.124 -2.075
H -2.488 -3.358 -0.210
H -1.209 -2.967 -1.538
Al -4.845 -3.037 -2.274
C -2.750 1.638 0.274
C -2.483 1.508 1.760
C -3.670 1.024 2.538
O -3.477 1.617 3.809
C -2.747 2.752 3.599
O -2.581 3.629 4.432
O -2.231 2.780 2.335
H -3.345 2.530 0.054
H -1.804 1.752 -0.268
H -3.264 0.757 -0.122
H -1.607 0.872 1.937
H -3.692 -0.066 2.621
H -4.628 1.369 2.134
F -1.145 1.198 -4.632
N 0.355 2.726 6.023
O 1.507 3.166 5.870
O -0.162 2.020 5.141
O -0.278 2.991 7.058
C 5.215 -3.552 -4.365
Br 3.898 -2.614 -5.446
Br 6.530 -2.335 -3.607
Br 4.378 -4.655 -2.999
H 5.756 -4.229 -5.035
O 2.642 2.711 4.481
P 3.955 2.809 3.688
O 3.820 3.892 2.605
O 4.255 1.454 3.025
O 5.104 3.178 4.641
K 5.155 -3.951 -7.476
*
```

***

# C17H35N3O9PS2

A 3-piece molecular cluster, C17H35N3O9PS2 overall (ωB97M-V/def2-TZVPD, the Open Molecules 2025 dataset).

Values from the calculation:
LUMO   -3.8 eV
HOMO level   -12.37 eV
Relative energy (zero: lowest compared OMol25 entry of this formula, charge and spin)   436.69 kJ/mol
Kohn-Sham gap   8.56 eV

Geometry as ORCA input:
```
! wB97M-V def2-TZVPD RIJCOSX def2/J DEFGRID3
* xyz 1 1
C -0.609 4.331 -1.400
C -0.153 4.762 -2.908
C 0.093 3.481 -3.866
C -1.271 2.832 -4.436
C -1.974 1.854 -3.322
C -3.440 2.449 -3.065
C -4.178 1.921 -1.737
C -3.211 1.571 -0.508
C -2.894 -0.036 -0.545
C -1.524 -0.291 0.249
C -0.668 -1.536 -0.256
C -0.763 -2.439 -1.497
O -1.716 -2.342 -2.541
N 0.325 -3.429 -1.478
C 1.131 -3.230 -0.296
N 0.523 -2.119 0.375
P 1.160 -1.420 1.878
N 2.613 -2.075 2.107
H 0.072 3.497 -0.982
H -1.690 3.946 -1.520
H -0.673 5.233 -0.699
H -0.981 5.457 -3.286
H 0.812 5.366 -2.808
H 0.765 2.684 -3.381
H 0.652 3.895 -4.789
H -1.968 3.724 -4.677
H -1.092 2.261 -5.424
H -1.948 0.802 -3.764
H -1.275 1.878 -2.421
H -4.089 2.101 -3.959
H -3.489 3.588 -3.071
H -4.886 1.032 -1.930
H -4.868 2.782 -1.386
H -3.751 1.765 0.497
H -2.205 2.106 -0.511
H -2.875 -0.313 -1.649
H -3.751 -0.519 0.045
H -0.836 0.631 0.288
H -1.815 -0.511 1.346
H -1.385 -1.603 -3.109
H 0.493 -4.140 -2.203
H 2.043 -3.855 -0.030
H 1.232 0.007 1.670
H 0.270 -1.644 2.989
H 3.309 -1.305 2.090
C 5.145 2.381 3.989
C 5.646 3.197 2.809
O 5.172 2.503 1.652
S 3.755 1.800 2.001
O 2.701 2.651 1.533
O 3.840 0.411 1.654
O 3.838 1.937 3.613
H 5.770 1.499 4.154
H 5.099 2.968 4.907
H 6.732 3.279 2.791
H 5.206 4.198 2.805
C 0.253 -5.337 3.249
C -0.185 -6.080 1.996
O -0.244 -7.451 2.380
S -0.674 -7.546 3.944
O -2.083 -7.790 4.009
O 0.287 -8.354 4.629
O -0.411 -5.990 4.328
H 1.332 -5.430 3.406
H -0.018 -4.280 3.218
H 0.509 -5.943 1.166
H -1.189 -5.773 1.685
*
```

***

| no. | maximum force (Eh/bohr) |
| --- | --- |
| 1 | 0.0611 |
| 2 | 0.1076 |
| 3 | 0.0962 |
| 4 | 0.0460 |
| 5 | 0.1620 |
| 6 | 0.1142 |